No. 1
Molecular formula: C36H36N7Pt
Method: DFT, ωB97M-V/def2-TZVPD

```
80
C36H36N7Pt | the OMol25 dataset | ωB97M-V/def2-TZVPD
H 2.337 1.780 4.152
H -3.579 -3.098 0.255
H -3.659 -2.353 4.285
C -1.951 -0.434 -4.023
C -3.798 5.216 1.740
N 1.580 0.393 1.201
H 0.433 1.433 2.578
C 2.847 -1.821 -2.908
H -3.711 6.284 1.550
H 8.543 -3.159 -2.213
C -2.633 3.080 1.176
C 1.420 1.053 2.359
H 0.151 6.224 -1.184
N -0.421 -0.226 -2.228
H -4.770 4.884 1.372
N 3.696 0.748 2.973
H 0.657 -2.232 -4.713
C -4.151 -0.866 2.802
H -1.212 -2.374 3.761
C -1.272 -0.738 2.382
H 4.337 -3.162 -4.648
H 2.763 -2.213 -3.910
C 6.387 -3.697 -4.563
H -0.356 -1.052 1.880
H -3.326 -0.739 -0.400
H -2.898 -0.183 -4.482
C -3.307 -2.370 1.022
H 6.373 -4.171 -5.538
C 0.015 -1.552 -4.164
C 1.739 -1.232 -2.343
C -3.183 -1.494 3.805
C 2.971 -0.744 -0.369
C -2.687 4.455 1.064
H -1.760 6.214 0.257
C 7.586 -3.138 -2.723
C -2.642 -1.176 0.334
C 0.443 -1.012 -2.947
H -2.759 -3.859 2.499
C -0.707 4.435 -0.339
C -1.590 0.093 -2.808
C -4.560 -1.906 1.762
H -3.397 2.629 1.767
C -3.489 0.338 2.118
N 1.819 -0.720 -1.089
C -0.685 3.063 -0.246
H 1.330 5.003 -0.699
N -1.432 0.946 0.597
H -5.037 -0.503 3.330
C 5.264 -2.515 -2.794
N 7.550 -3.713 -3.920
H -5.043 -2.752 2.258
C -1.928 -1.945 3.057
C 2.829 -0.101 0.917
H 6.618 -2.091 -1.151
C 2.468 1.234 3.227
C 5.237 -3.121 -4.050
C -1.615 2.305 0.541
H 5.001 -1.343 -0.326
H -1.007 0.005 3.143
H 0.075 2.541 -0.808
C -2.226 -0.083 1.349
H -3.786 5.059 2.820
H -5.282 -1.483 1.058
N -1.162 -1.294 -4.690
C 4.061 -1.888 -2.199
H -1.750 -1.529 -0.182
C 4.095 -1.329 -0.913
H 0.381 4.770 -2.164
Pt 0.262 0.154 -0.334
H -3.226 1.054 2.898
H -2.221 0.789 -2.276
C 0.345 5.153 -1.143
H -2.925 -0.779 4.591
H -4.214 0.790 1.437
C -2.313 -2.992 2.007
C -1.717 5.133 0.325
H -1.424 -3.339 1.471
C 6.488 -2.536 -2.128
H 4.851 -0.296 1.649
C 3.858 0.093 1.845
```

Computed properties:
total charge = +1
strongest force on any atom = 0.7 eV Å⁻¹
orbital gap (alpha / beta) = 4.57 / 7.03 eV
relative energy (zero: lowest compared OMol25 entry of this formula, charge and spin) = 0.0 kcal/mol
spin multiplicity = 3
energy = -51589.215 eV

What are the Löwdin partial charges on each atom? They are as follows, in elementary charge units: number 1, H, carries 0.115; number 2, H, carries 0.146; number 3, H, carries 0.127; number 4, C, carries -0.098; number 5, C, carries -0.032; number 6, N, carries -0.068; number 7, H, carries 0.101; number 8, C, carries 0.070; number 9, H, carries 0.080; number 10, H, carries 0.112; number 11, C, carries 0.038; number 12, C, carries -0.105; number 13, H, carries 0.081; number 14, N, carries -0.065; number 15, H, carries 0.090; number 16, N, carries 0.099; number 17, H, carries 0.125; number 18, C, carries -0.280; number 19, H, carries 0.146; number 20, C, carries -0.106; number 21, H, carries 0.100; number 22, H, carries 0.107; number 23, C, carries -0.128; number 24, H, carries 0.087; number 25, H, carries 0.126; number 26, H, carries 0.116; number 27, C, carries -0.279; number 28, H, carries 0.112; number 29, C, carries -0.054; number 30, C, carries -0.205; number 31, C, carries -0.111; number 32, C, carries -0.201; number 33, C, carries -0.244; number 34, H, carries 0.127; number 35, C, carries -0.128; number 36, C, carries -0.101; number 37, C, carries -0.172; number 38, H, carries 0.127; number 39, C, carries -0.251; number 40, C, carries -0.100; number 41, C, carries -0.112; number 42, H, carries 0.084; number 43, C, carries -0.097; number 44, N, carries -0.088; number 45, C, carries -0.005; number 46, H, carries 0.089; number 47, N, carries -0.003; number 48, H, carries 0.146; number 49, C, carries -0.163; number 50, N, carries 0.069; number 51, H, carries 0.127; number 52, C, carries -0.276; number 53, C, carries -0.169; number 54, H, carries 0.100; number 55, C, carries -0.095; number 56, C, carries -0.013; number 57, C, carries -0.229; number 58, H, carries 0.106; number 59, H, carries 0.117; number 60, H, carries 0.078; number 61, C, carries -0.399; number 62, H, carries 0.090; number 63, H, carries 0.125; number 64, N, carries 0.101; number 65, C, carries -0.112; number 66, H, carries 0.089; number 67, C, carries 0.071; number 68, H, carries 0.088; number 69, Pt, carries 1.220; number 70, H, carries 0.121; number 71, H, carries 0.112; number 72, C, carries -0.032; number 73, H, carries 0.124; number 74, H, carries 0.128; number 75, C, carries -0.105; number 76, C, carries 0.033; number 77, H, carries 0.124; number 78, C, carries -0.013; number 79, H, carries 0.123; number 80, C, carries -0.055

***

No. 2
Molecular formula: C23H29N3OS
Method: DFT, ωB97M-V/def2-TZVPD

```
57
C23H29N3OS | the OMol25 dataset | ωB97M-V/def2-TZVPD
C 3.491 2.229 -0.150
C 4.136 -2.869 0.118
C 2.376 -1.558 -0.442
C 4.658 -1.130 -1.294
H 3.537 0.917 -2.601
H -1.794 -0.787 0.289
H -5.541 0.673 -0.277
H -2.468 -1.904 -0.850
H 5.578 -4.565 0.729
H 4.340 -4.169 1.982
H 0.017 1.270 -2.162
O -2.781 2.229 -2.041
H -3.611 -2.150 1.587
C -2.346 1.135 -1.262
H -6.260 -0.720 -1.218
C -5.371 -0.468 -0.699
H 4.698 1.842 1.533
C -6.189 -2.155 0.772
C -0.169 1.755 1.811
H 6.062 -2.561 -0.806
C -1.216 1.424 1.012
C -6.713 -1.022 2.074
S 2.498 1.998 2.291
N 2.471 1.676 -0.933
N -5.176 -1.570 0.165
C 2.686 -2.672 0.291
C 4.574 -4.202 0.932
C 3.242 -0.589 -1.494
C 5.005 -2.461 -0.596
C 2.717 0.552 -1.766
H -4.650 0.762 -2.349
H -0.039 2.074 2.685
C -2.779 -1.018 -0.294
H 1.313 -1.114 -0.528
C -1.263 1.440 -0.511
H 5.288 -0.557 -1.589
C 1.289 1.618 -0.266
H 3.280 3.277 0.080
C 1.143 1.728 0.951
H -2.252 1.573 1.526
H -5.886 -2.954 1.342
H -3.845 -0.374 1.575
H 3.887 0.271 1.009
H -4.233 -1.025 -2.437
H 4.569 1.950 -0.785
H -5.839 -0.766 2.704
N -3.134 0.058 -1.174
H 1.773 0.420 -2.435
C -3.985 -1.344 1.005
H 2.022 -3.238 0.625
H -7.419 -1.413 2.496
H 4.017 -4.914 0.634
C -4.179 -0.239 -1.780
H -7.091 -0.144 1.506
C 3.835 1.494 0.963
C 0.103 1.160 -1.133
H -6.979 -2.156 0.448
```

Computed properties:
strongest force on any atom = 19.4 eV Å⁻¹
orbital gap = 7.75 eV
SMILES = CCN1CCN(C(=O)c2ccc3c(c2)N(Cc2ccc(C)cc2)CCS3)CC1
relative energy (zero: lowest compared OMol25 entry of this formula, charge and spin) = 509.0 kcal/mol
spin multiplicity = 1
energy = -41653.237 eV

What are the natural (NBO) partial charges on each atom? They are as follows, in elementary charge units: number 1, C, carries -0.246; number 2, C, carries 0.041; number 3, C, carries -0.145; number 4, C, carries -0.062; number 5, H, carries 0.207; number 6, H, carries 0.229; number 7, H, carries 0.165; number 8, H, carries 0.200; number 9, H, carries 0.203; number 10, H, carries 0.207; number 11, H, carries 0.219; number 12, O, carries -0.659; number 13, H, carries 0.209; number 14, C, carries 0.589; number 15, H, carries 0.200; number 16, C, carries -0.201; number 17, H, carries 0.229; number 18, C, carries -0.108; number 19, C, carries -0.125; number 20, H, carries 0.233; number 21, C, carries -0.230; number 22, C, carries -0.632; number 23, S, carries 0.087; number 24, N, carries -0.447; number 25, N, carries -0.461; number 26, C, carries -0.249; number 27, C, carries -0.606; number 28, C, carries -0.055; number 29, C, carries -0.267; number 30, C, carries -0.287; number 31, H, carries 0.242; number 32, H, carries 0.198; number 33, C, carries -0.235; number 34, H, carries 0.187; number 35, C, carries -0.047; number 36, H, carries 0.135; number 37, C, carries 0.057; number 38, H, carries 0.244; number 39, C, carries -0.115; number 40, H, carries 0.207; number 41, H, carries 0.184; number 42, H, carries 0.189; number 43, H, carries 0.263; number 44, H, carries 0.196; number 45, H, carries 0.192; number 46, H, carries 0.191; number 47, N, carries -0.437; number 48, H, carries 0.242; number 49, C, carries -0.195; number 50, H, carries 0.204; number 51, H, carries 0.161; number 52, H, carries 0.193; number 53, C, carries -0.191; number 54, H, carries 0.188; number 55, C, carries -0.472; number 56, C, carries -0.178; number 57, H, carries 0.160

***

No. 3
Molecular formula: C17H19BrN3OPtS
Method: DFT, ωB97M-V/def2-TZVPD

```
43
C17H19BrN3OPtS | the OMol25 dataset | ωB97M-V/def2-TZVPD
H 9.064 -2.498 -5.905
C 4.055 0.414 -2.578
H 5.632 -3.185 -2.646
C 5.177 -2.207 -2.624
C 1.379 0.959 4.193
H -3.001 1.607 -1.385
C 8.148 -3.406 -4.232
H -1.533 -0.455 -2.527
C 5.875 -1.079 -3.231
O 7.530 -4.181 -3.681
C 9.320 -3.153 -5.072
S 7.332 -1.170 -3.975
N -1.817 -0.790 -1.609
H 3.586 1.387 -2.534
H -2.352 1.816 0.763
H 10.082 -2.671 -4.452
H 1.121 3.034 3.651
H 5.780 1.075 -3.612
H 1.478 -1.187 4.393
Br 0.357 -2.338 1.939
N -2.536 0.849 0.509
H 3.460 -2.853 -1.572
H -3.028 0.443 1.304
C -3.395 0.840 -0.717
H -4.428 1.092 -0.483
C -3.273 -0.519 -1.354
Pt -0.676 -0.064 -0.036
C 3.365 -0.714 -1.989
C 0.629 -0.574 2.534
H -3.848 -0.601 -2.275
C 5.249 0.244 -3.166
C 2.148 -0.551 -1.399
H -1.686 -1.800 -1.631
N 0.245 0.432 1.727
C 3.985 -2.028 -2.032
H -3.619 -1.291 -0.667
C 0.994 2.001 3.360
H 9.674 -4.124 -5.425
H 1.817 1.160 5.161
C 0.436 1.701 2.139
C 1.032 -0.405 -0.877
H 0.131 2.476 1.448
C 1.197 -0.349 3.773
```

Computed properties:
total charge = +3
strongest force on any atom = 1.0 eV Å⁻¹
orbital gap (alpha / beta) = 5.41 / 5.41 eV
spin multiplicity = 1
energy = -108551.134 eV

What are the natural (NBO) partial charges on each atom? They are as follows, in elementary charge units: number 1, H, carries 0.303; number 2, C, carries -0.167; number 3, H, carries 0.261; number 4, C, carries -0.162; number 5, C, carries -0.088; number 6, H, carries 0.223; number 7, C, carries 0.828; number 8, H, carries 0.420; number 9, C, carries -0.135; number 10, O, carries -0.330; number 11, C, carries -0.773; number 12, S, carries 0.350; number 13, N, carries -0.755; number 14, H, carries 0.265; number 15, H, carries 0.417; number 16, H, carries 0.316; number 17, H, carries 0.266; number 18, H, carries 0.270; number 19, H, carries 0.272; number 20, Br, carries 0.159; number 21, N, carries -0.815; number 22, H, carries 0.262; number 23, H, carries 0.421; number 24, C, carries -0.244; number 25, H, carries 0.253; number 26, C, carries -0.245; number 27, Pt, carries 0.774; number 28, C, carries 0.140; number 29, C, carries 0.141; number 30, H, carries 0.253; number 31, C, carries -0.136; number 32, C, carries -0.213; number 33, H, carries 0.424; number 34, N, carries -0.491; number 35, C, carries -0.148; number 36, H, carries 0.226; number 37, C, carries -0.215; number 38, H, carries 0.321; number 39, H, carries 0.265; number 40, C, carries 0.048; number 41, C, carries 0.059; number 42, H, carries 0.226; number 43, C, carries -0.245